{
  "formula": "C6H15INNaO6S",
  "method": "wB97M-V/def2-TZVPD",
  "elements": ["Na", "S", "O", "O", "O", "O", "I", "C", "O", "C", "C", "N", "C", "C", "O", "C", "H", "H", "H", "H", "H", "H", "H", "H", "H", "H", "H", "H", "H", "H", "H"],
  "positions_angstrom": [[-1.812932, 2.105783, -1.854207], [0.895950, 2.434158, -3.055718], [0.454305, 1.116428, -2.434703], [-0.009355, 3.487550, -2.479324], [2.302863, 2.678591, -2.676759], [0.701244, 2.374312, -4.527163], [-2.284480, 3.392628, 0.815255], [-3.590627, -0.279410, -1.178488], [-2.223263, -0.366352, -1.175987], [-1.751185, -1.065941, -0.075591], [-0.312615, -1.519553, -0.233887], [0.747065, -0.558637, -0.355089], [0.900962, 0.275616, 0.830845], [1.549993, -0.404536, 2.010001], [2.738173, -0.968833, 1.684422], [3.316710, -1.532132, 2.796175], [-4.015512, 0.248452, -0.315338], [-4.071536, -1.256166, -1.333731], [-3.880157, 0.321199, -2.056515], [-2.373921, -1.948985, 0.162688], [-1.857933, -0.400629, 0.796392], [-0.250619, -2.166910, -1.120624], [-0.095207, -2.219190, 0.585772], [0.531167, 0.075641, -1.147419], [-0.031203, 0.772898, 1.184333], [1.456816, 1.184412, 0.570222], [0.845830, -1.092938, 2.512989], [1.708347, 0.389744, 2.770278], [4.233677, -2.033286, 2.496227], [2.632381, -2.271658, 3.245693], [3.545077, -0.772265, 3.559261]],
  "forces_ev_per_angstrom": [[1.28, 0.17, 0.04], [0.19, 0.05, 0.10], [-0.64, 0.42, -0.50], [-0.16, -0.33, -0.16], [-0.44, 0.05, -0.28], [0.13, -0.11, 0.44], [-0.39, -0.17, 0.16], [-1.42, 0.63, -0.91], [0.56, 0.04, -0.88], [0.37, 0.02, 1.74], [0.32, -0.95, -0.48], [-0.53, 0.54, 0.63], [-0.42, 0.99, -0.35], [-1.89, 1.78, 0.64], [1.23, -0.83, -0.76], [0.27, -0.45, 0.50], [0.17, -0.22, 0.23], [0.01, -0.07, 0.32], [0.05, -0.11, 0.12], [-0.02, 0.03, -0.40], [0.10, -0.09, 0.08], [-0.19, 0.14, -0.08], [-0.12, 0.13, 0.24], [0.63, -0.07, -0.09], [0.02, -0.56, 0.06], [0.41, -0.45, -0.29], [0.20, -0.43, -0.24], [-0.02, -0.07, -0.04], [0.12, -0.03, 0.01], [0.15, -0.01, 0.11], [0.04, -0.03, 0.05]],
  "e_lumo_ev": 3.89,
  "multiplicity": 1,
  "energy_ev": -43594.979,
  "mol_weight_g_mol": 379.1,
  "homo_energy_ha": -0.0384,
  "total_charge": -2,
  "orbital_gap_ev": 4.9
}



{
  "formula": "C6H15N",
  "method": "wB97M-V/def2-TZVPD",
  "elements": ["C", "C", "C", "C", "C", "C", "N", "H", "H", "H", "H", "H", "H", "H", "H", "H", "H", "H", "H", "H", "H", "H"],
  "positions_angstrom": [[-2.653905, -0.242969, 2.349883], [-2.176898, 0.617992, 1.188113], [-1.660496, -0.316154, 0.057664], [-0.303267, 0.156882, -0.519100], [0.873519, -0.188157, 0.291754], [2.962852, -0.609691, -1.473888], [3.109145, 0.604259, -2.154532], [-3.273912, 0.246735, 3.106485], [-1.870373, -0.721244, 2.934780], [-3.279930, -1.042216, 1.942080], [-1.404436, 1.285261, 1.585596], [-2.940068, 1.271371, 0.756022], [-2.529333, -0.677018, -0.485027], [-1.203672, -1.118032, 0.652168], [-0.235051, -0.385347, -1.500518], [-0.356295, 1.139090, -0.994928], [1.573990, -1.012556, 0.268319], [1.485526, 0.635974, 0.675958], [3.956522, -0.891088, -1.133731], [2.290046, -1.447926, -1.688937], [2.259748, 1.167008, -2.095492], [2.169445, 0.099957, -0.911591]],
  "forces_ev_per_angstrom": [[-1.21, -0.21, 0.20], [0.33, 0.04, 0.01], [1.64, 0.39, 3.04], [-1.48, -1.17, -3.63], [3.50, 2.26, -1.11], [0.74, 2.16, -2.43], [0.41, -0.99, 0.92], [0.01, 0.37, -0.25], [0.43, 0.03, -0.38], [0.00, -0.12, 0.13], [0.18, -0.07, -0.40], [-0.22, -0.07, 0.37], [0.53, 0.06, -0.84], [-1.00, -0.76, -0.25], [0.17, -0.35, 0.56], [0.29, 0.63, 1.04], [-1.37, -1.14, 0.53], [-0.75, 0.09, 0.78], [-0.23, -0.53, 0.44], [-0.13, 0.18, -0.21], [-0.27, -0.29, -1.31], [-1.56, -0.53, 2.80]],
  "e_lumo_ev": -1.09,
  "relative_energy_kj_mol": 763.2,
  "multiplicity": 1,
  "energy_ev": -7947.856,
  "mol_weight_g_mol": 101.2,
  "homo_energy_ha": -0.2712,
  "orbital_gap_ev": 6.3
}



Looking at maximum force for the records above, in order, we have 0.0520, 0.0840 Eh/bohr.